No. 1
A single C5H8N2 molecule, computed with ωB97M-V/def2-TZVPD.

As for the largest force on an atom: 0.483 eV/Å. Its gap between HOMO and LUMO is 0.386 hartree.

The geometry in ORCA input format:
```
! RIJCOSX wB97M-V def2-TZVPD def2/J DEFGRID3
* xyz 0 1
N -0.827 -0.739 2.526
C -0.576 -0.544 1.304
C 0.591 -0.875 0.376
C 0.005 0.176 -0.572
C 0.754 1.298 -1.160
N 0.135 0.269 -2.007
C -1.305 0.235 0.218
H -0.062 -1.284 2.935
H 0.516 -1.900 -0.011
H 1.598 -0.699 0.771
H 1.837 1.302 -1.042
H 0.294 2.282 -1.220
H 0.836 -0.388 -2.341
H -2.097 -0.356 -0.255
H -1.698 1.222 0.477
*
```

***

No. 2
A single C10H11F2I molecule in a non-equilibrium geometry, computed with ωB97M-V/def2-TZVPD.

As for the largest force on an atom: 4.553 eV/Å. Its gap between HOMO and LUMO is 0.350 hartree.

The geometry in ORCA input format:
```
! RIJCOSX wB97M-V def2-TZVPD def2/J DEFGRID3
* xyz 0 1
C -1.475 2.527 -0.687
C -2.314 1.353 -0.174
F -2.853 1.706 1.022
C -1.526 0.107 -0.219
I -2.611 -1.744 0.367
C -0.239 0.137 0.947
F -0.862 -0.115 2.139
C 0.834 -0.830 0.567
C 0.906 -2.110 1.225
C 1.892 -3.036 0.806
C 2.868 -2.686 -0.086
C 2.860 -1.363 -0.593
C 1.918 -0.447 -0.176
H -0.832 3.141 -0.066
H -2.188 3.120 -1.309
H -0.644 2.127 -1.330
H -3.217 1.222 -0.844
H -0.942 0.000 -1.167
H 0.177 1.129 0.970
H 0.184 -2.370 1.953
H 2.194 -3.832 1.493
H 3.679 -3.377 -0.165
H 3.618 -0.892 -1.244
H 1.813 0.561 -0.751
*
```

***

No. 3
A single C6H16N2O molecule in a non-equilibrium geometry, computed with ωB97M-V/def2-TZVPD.

As for the largest force on an atom: 1.637 eV/Å. Its gap between HOMO and LUMO is 0.350 hartree.

The geometry in ORCA input format:
```
! RIJCOSX wB97M-V def2-TZVPD def2/J DEFGRID3
* xyz 0 1
C 0.466 2.265 -0.797
N 0.357 0.857 -1.120
C 0.803 -0.158 -0.124
C 1.129 0.411 1.258
C 2.069 -0.731 -0.777
C -0.236 -1.283 0.013
N -1.340 -0.961 0.904
C -2.346 -0.086 0.342
O -1.959 -2.160 1.323
H 1.514 2.520 -0.671
H 0.063 2.835 -1.637
H -0.078 2.575 0.112
H -0.590 0.657 -1.413
H 0.256 0.878 1.706
H 1.440 -0.405 1.905
H 1.938 1.134 1.200
H 2.519 0.223 -1.191
H 1.825 -1.359 -1.629
H 2.659 -1.300 -0.065
H -0.593 -1.575 -0.994
H 0.267 -2.144 0.460
H -3.185 -0.058 1.037
H -1.940 0.919 0.252
H -2.711 -0.428 -0.642
H -2.326 -2.625 0.549
*
```

***

No. 4
A gas-phase ion, HO5S2 (charge -1) in a non-equilibrium geometry, computed with ωB97M-V/def2-TZVPD.

As for the largest force on an atom: 4.645 eV/Å. Its gap between HOMO and LUMO is 0.328 hartree.

The geometry in ORCA input format:
```
! RIJCOSX wB97M-V def2-TZVPD def2/J DEFGRID3
* xyz -1 1
O 1.073 -1.492 -1.441
O 2.409 -0.310 0.166
O -2.575 0.590 -0.115
O 0.112 0.762 -0.194
O -1.373 -0.375 1.756
S 1.575 -0.243 -1.046
S -1.556 -0.361 0.333
H 0.334 1.430 0.540
*
```

***

No. 5
2 unconnected molecules or ions with the total composition C9H16N3O in a non-equilibrium geometry, computed with ωB97M-V/def2-TZVPD.

As for the largest force on an atom: 1.763 eV/Å. Its gap between HOMO and LUMO is 0.328 hartree.

The geometry in ORCA input format:
```
! RIJCOSX wB97M-V def2-TZVPD def2/J DEFGRID3
* xyz 1 1
C -3.085 0.673 0.401
C -1.223 2.260 0.422
N -1.981 1.397 -0.214
N -1.618 2.708 1.640
N -0.042 2.595 -0.097
H -1.817 1.073 -1.153
H -1.069 3.496 1.954
H -1.902 2.064 2.360
H 0.196 2.229 -1.017
H 0.341 3.489 0.188
H -3.211 -0.267 -0.129
H -4.008 1.228 0.273
H -2.924 0.364 1.433
C 1.687 -3.320 1.707
C 2.169 -0.832 -1.153
C 2.414 -1.675 -0.070
C 0.850 -0.466 -1.383
C 1.406 -2.219 0.712
C -0.161 -1.001 -0.599
C 0.065 -1.882 0.444
O 0.491 0.599 -2.206
H 2.957 -0.518 -1.815
H 3.443 -1.835 0.226
H 1.167 0.694 -2.889
H -1.136 -0.957 -1.084
H 1.382 -4.281 1.306
H 1.107 -3.169 2.619
H -0.702 -2.229 1.117
H 2.749 -3.409 1.888
*
```

***

No. 6
A single CH2N4OS molecule, computed with ωB97M-V/def2-TZVPD.

As for the largest force on an atom: 0.886 eV/Å. Its gap between HOMO and LUMO is 0.355 hartree.

The geometry in ORCA input format:
```
! RIJCOSX wB97M-V def2-TZVPD def2/J DEFGRID3
* xyz 0 1
H -0.800 2.236 0.003
N -0.040 1.595 -0.005
C -0.418 0.392 -0.001
O -1.658 -0.167 -0.006
N -1.503 -1.569 0.000
N -0.282 -1.832 -0.004
N 0.421 -0.700 0.001
S 2.145 -0.658 -0.005
H 2.135 0.704 0.016
*
```

***

No. 7
2 unconnected molecules or ions with the total composition C6H13N3, computed with ωB97M-V/def2-TZVPD.

As for the largest force on an atom: 0.975 eV/Å. Its gap between HOMO and LUMO is 0.368 hartree.

The geometry in ORCA input format:
```
! RIJCOSX wB97M-V def2-TZVPD def2/J DEFGRID3
* xyz 0 1
H 0.238 2.086 -0.501
N -0.574 1.606 -0.114
C -0.311 0.704 0.722
C -1.423 -0.061 1.368
C 1.074 0.361 1.180
C 1.546 1.166 2.361
N 1.718 -0.513 0.546
H 2.667 -0.685 0.878
H -1.210 -1.126 1.357
H -2.356 0.148 0.850
H -1.516 0.250 2.410
H 2.599 0.978 2.566
H 1.397 2.228 2.173
H 0.958 0.897 3.240
H 0.821 -2.838 -1.999
N 0.285 -2.216 -2.600
C -0.336 -1.306 -2.003
C -1.154 -0.315 -2.751
H -0.326 -1.165 -0.916
H -0.999 -0.427 -3.817
H -2.208 -0.465 -2.518
H -0.890 0.693 -2.431
*
```

***

No. 8
A single C4H4N2O molecule in a non-equilibrium geometry, computed with ωB97M-V/def2-TZVPD.

As for the largest force on an atom: 3.351 eV/Å. Its gap between HOMO and LUMO is 0.370 hartree.

The geometry in ORCA input format:
```
! RIJCOSX wB97M-V def2-TZVPD def2/J DEFGRID3
* xyz 0 1
O 1.205 0.235 -1.875
C 0.706 0.149 -0.810
N 1.279 0.118 0.466
C 0.382 -0.319 1.308
N -0.858 -0.746 0.905
C -1.588 0.556 0.519
C -0.844 -0.117 -0.553
H 0.767 -0.276 2.308
H -2.742 0.398 0.493
H -1.162 1.386 1.179
H -1.390 -0.603 -1.366
*
```

***

No. 9
A molecular structure, C11H23InNO3 in a non-equilibrium geometry, computed with ωB97M-V/def2-TZVPD.

As for the largest force on an atom: 6.649 eV/Å. Its gap between HOMO and LUMO is 0.150 hartree.

The geometry in ORCA input format:
```
! RIJCOSX wB97M-V def2-TZVPD def2/J DEFGRID3
* xyz 1 1
In 10.428 -16.850 -21.159
O 10.434 -15.795 -18.400
C 10.680 -14.485 -18.360
C 9.952 -13.597 -19.559
O 10.283 -13.932 -20.796
H 11.756 -14.321 -18.496
H 10.623 -13.991 -17.385
H 10.125 -12.530 -19.353
H 8.855 -13.522 -19.565
C 11.603 -20.332 -20.977
C 11.261 -20.858 -22.380
C 10.151 -21.930 -22.140
C 9.281 -22.265 -23.322
C 8.746 -21.015 -24.048
C 9.882 -20.037 -24.360
N 10.644 -19.746 -23.156
O 11.539 -18.690 -23.327
C 10.682 -20.612 -25.527
C 9.151 -18.711 -24.816
C 12.462 -21.606 -23.061
H 10.962 -19.545 -20.584
H 12.637 -19.969 -20.943
H 11.756 -21.153 -20.274
H 10.462 -22.925 -21.804
H 9.502 -21.800 -21.267
H 8.486 -22.918 -22.963
H 9.831 -22.840 -24.071
H 7.960 -20.664 -23.372
H 8.149 -21.127 -24.955
H 10.476 -21.652 -25.776
H 10.323 -20.161 -26.456
H 11.742 -20.353 -25.527
H 8.301 -18.508 -24.161
H 9.728 -17.786 -24.783
H 8.742 -18.788 -25.823
H 12.796 -22.321 -22.309
H 13.227 -20.864 -23.289
H 12.185 -22.172 -23.947
H 12.028 -18.983 -24.113
*
```

***

No. 10
A molecular structure, C19H25F4HgN6O3Se in a non-equilibrium geometry, computed with ωB97M-V/def2-TZVPD.

As for the largest force on an atom: 1.407 eV/Å. As for the expectation value of S²: 0.7611. Its gap between HOMO and LUMO (spin up / spin down) is 0.181 / 0.225 hartree.

The geometry in ORCA input format:
```
! RIJCOSX wB97M-V def2-TZVPD def2/J DEFGRID3
* xyz -2 2
Hg 0.199 1.470 0.188
C 0.852 -3.675 -1.270
N 0.488 -2.276 -1.280
C -0.445 -1.998 -2.358
C 1.657 -1.415 -1.402
C 2.505 -1.274 -0.132
N 1.790 -0.692 0.976
C 1.621 -1.321 2.106
C 0.991 -0.608 3.193
F 0.706 0.709 3.010
C 0.673 -1.154 4.405
F 0.071 -0.378 5.353
C 0.954 -2.478 4.727
C 1.623 -3.189 3.746
F 1.965 -4.486 4.018
C 1.961 -2.663 2.521
F 2.643 -3.531 1.696
H 1.402 -3.974 -2.183
H -0.051 -4.283 -1.204
H 1.474 -3.893 -0.404
H 0.027 -2.090 -3.352
H -0.825 -0.985 -2.255
H -1.282 -2.696 -2.300
H 1.311 -0.421 -1.683
H 2.322 -1.784 -2.209
H 3.312 -0.572 -0.393
H 2.966 -2.237 0.102
H 0.686 -2.908 5.674
N -1.259 -0.574 1.080
C -2.633 -0.281 0.717
C -2.704 0.397 -0.669
O -3.652 0.108 -1.414
N -1.734 1.261 -0.883
C -1.631 1.819 -2.211
C -0.192 1.757 -2.808
O -0.095 1.852 -4.031
O 0.778 1.611 -2.010
H -0.882 -1.304 0.478
H -1.187 -0.877 2.046
H -3.059 0.407 1.456
H -3.272 -1.180 0.682
H -1.916 2.881 -2.199
H -2.296 1.282 -2.898
C -3.036 3.580 1.597
N -2.147 4.086 2.597
C -2.473 5.037 3.528
C -1.397 5.194 4.333
N -0.436 4.321 3.900
C 0.888 4.183 4.426
C -0.881 3.621 2.814
Se 0.511 3.777 1.069
H -3.560 4.401 1.100
H -3.772 2.901 2.041
H -2.450 3.026 0.862
H -3.425 5.531 3.529
H -1.242 5.842 5.174
H 0.966 4.714 5.376
H 1.604 4.589 3.704
H 1.111 3.125 4.560
*
```

***

No. 11
9 unconnected molecules or ions with the total composition C28H30F9NO26 in a non-equilibrium geometry, computed with ωB97M-V/def2-TZVPD.

As for the largest force on an atom: 1.965 eV/Å. Its gap between HOMO and LUMO is 0.303 hartree.

The geometry in ORCA input format:
```
! RIJCOSX wB97M-V def2-TZVPD def2/J DEFGRID3
* xyz 0 1
O -1.175 -3.107 -0.896
C -0.187 -3.546 -1.393
O 0.576 -4.519 -0.868
C 1.581 -4.873 -1.834
C 1.651 -3.615 -2.669
F 1.935 -3.873 -3.968
O 0.323 -3.115 -2.574
H 1.239 -5.723 -2.423
H 2.519 -5.113 -1.343
H 2.343 -2.864 -2.293
O 4.406 -2.721 -1.205
C 5.070 -2.202 -2.039
O 5.056 -2.536 -3.348
C 5.864 -1.595 -4.062
C 6.772 -1.075 -2.965
F 7.108 0.222 -3.144
O 5.950 -1.193 -1.816
H 5.234 -0.797 -4.457
H 6.392 -2.084 -4.875
H 7.683 -1.657 -2.812
O -0.780 1.098 -2.502
C -1.026 0.829 -1.372
O -0.110 0.659 -0.398
C -0.804 0.512 0.852
C -2.167 0.044 0.395
F -3.164 0.498 1.197
O -2.282 0.664 -0.878
H -0.861 1.475 1.347
H -0.296 -0.195 1.499
H -2.265 -1.035 0.278
O 1.156 7.573 1.231
C 0.702 6.523 0.922
O 0.366 6.166 -0.336
C -0.005 4.782 -0.332
C -0.390 4.577 1.120
F -0.099 3.327 1.554
O 0.438 5.508 1.789
H 0.858 4.170 -0.596
H -0.813 4.598 -1.034
H -1.435 4.796 1.350
O 0.236 0.438 3.831
C -0.468 1.138 4.480
O -1.466 1.903 3.997
C -2.177 2.472 5.103
C -1.135 2.415 6.202
F -1.682 2.205 7.419
O -0.372 1.276 5.833
H -3.034 1.845 5.346
H -2.509 3.479 4.869
H -0.474 3.282 6.254
O -2.596 -2.473 9.718
C -2.383 -2.315 8.567
O -1.772 -3.212 7.754
C -1.833 -2.722 6.414
C -2.005 -1.234 6.638
F -2.757 -0.648 5.666
O -2.710 -1.193 7.859
H -2.703 -3.144 5.907
H -0.930 -2.979 5.868
H -1.073 -0.682 6.739
O 0.905 -8.007 -2.511
C 1.186 -8.318 -1.404
O 1.433 -9.581 -0.995
C 1.875 -9.538 0.364
C 1.303 -8.216 0.833
F 2.091 -7.613 1.752
O 1.301 -7.449 -0.357
H 2.965 -9.522 0.396
H 1.502 -10.396 0.914
H 0.285 -8.272 1.222
O 0.855 11.074 -4.081
C 1.180 10.743 -2.993
O 1.478 9.476 -2.620
C 1.963 9.503 -1.273
C 1.367 10.794 -0.755
F 2.163 11.408 0.152
O 1.297 11.585 -1.926
H 3.054 9.552 -1.280
H 1.640 8.628 -0.721
H 0.366 10.692 -0.331
C -2.091 -2.264 -4.774
C -2.484 -1.064 -5.259
C -3.399 -0.141 -4.484
N -4.557 -0.816 -3.896
C -5.518 -1.188 -4.810
O -5.427 -1.299 -5.992
O -6.801 -1.360 -4.262
F -6.620 -2.084 -3.054
H -1.589 -2.303 -3.811
H -2.235 -3.156 -5.370
H -2.148 -0.734 -6.240
H -2.850 0.294 -3.641
H -3.727 0.693 -5.095
H -4.279 -1.558 -3.269
*
```

***

No. 12
A molecular structure, C23H64AsF6N5O5 in a non-equilibrium geometry, computed with ωB97M-V/def2-TZVPD.

As for the largest force on an atom: 4.129 eV/Å. Its gap between HOMO and LUMO is 0.397 hartree.

The geometry in ORCA input format:
```
! RIJCOSX wB97M-V def2-TZVPD def2/J DEFGRID3
* xyz 4 1
C -3.761 4.970 2.547
N -2.612 4.000 2.519
C -1.596 4.462 3.489
C -3.060 2.621 2.864
C -1.982 4.005 1.154
C -2.862 3.642 -0.063
O -2.048 3.690 -1.195
H -3.375 5.915 2.169
H -4.136 5.086 3.569
H -4.534 4.574 1.869
H -1.474 5.544 3.332
H -0.682 3.885 3.271
H -1.962 4.280 4.502
H -2.199 1.977 2.984
H -3.728 2.214 2.098
H -3.606 2.656 3.805
H -1.117 3.353 1.206
H -1.584 5.015 1.040
H -3.648 4.374 -0.231
H -3.336 2.676 0.050
H -1.749 2.804 -1.441
C -3.922 -2.964 4.235
N -3.247 -3.456 3.008
C -1.921 -2.833 2.839
C -3.019 -4.935 3.205
C -4.029 -3.168 1.814
C -3.504 -3.349 0.443
O -3.168 -4.728 0.143
H -3.369 -3.128 5.166
H -4.910 -3.453 4.282
H -4.110 -1.916 4.041
H -1.419 -2.853 3.819
H -2.037 -1.803 2.451
H -1.337 -3.447 2.129
H -3.941 -5.486 3.429
H -2.362 -5.023 4.063
H -2.560 -5.384 2.324
H -4.379 -2.126 1.830
H -4.948 -3.753 1.871
H -2.609 -2.768 0.177
H -4.259 -2.966 -0.249
H -3.944 -5.300 0.179
C 4.617 2.017 3.767
N 3.684 0.824 3.679
C 2.683 0.976 4.815
C 2.866 0.896 2.429
C 4.480 -0.373 3.729
C 3.694 -1.624 3.805
O 2.843 -1.749 4.948
H 5.069 2.108 4.758
H 4.043 2.936 3.573
H 5.374 1.901 3.005
H 3.250 0.862 5.740
H 1.884 0.232 4.782
H 2.364 2.012 4.677
H 2.460 1.899 2.418
H 2.041 0.196 2.562
H 3.475 0.665 1.542
H 5.131 -0.319 4.625
H 5.215 -0.352 2.898
H 4.486 -2.357 3.924
H 3.151 -1.853 2.884
H 3.296 -1.833 5.799
C 1.917 1.949 -4.444
N 2.100 2.117 -5.872
C 0.835 1.676 -6.546
C 2.144 3.583 -6.110
C 3.284 1.389 -6.416
C 3.386 -0.082 -6.192
O 2.352 -0.823 -6.825
H 1.081 2.562 -4.153
H 2.838 2.221 -3.932
H 1.684 0.901 -4.268
H 0.948 1.811 -7.620
H 0.044 2.328 -6.138
H 0.622 0.629 -6.282
H 2.508 3.794 -7.121
H 2.855 4.000 -5.390
H 1.140 3.975 -5.953
H 4.175 1.861 -5.995
H 3.269 1.584 -7.496
H 3.479 -0.417 -5.156
H 4.383 -0.285 -6.626
H 2.606 -0.872 -7.758
C 0.690 -3.941 -1.380
C 0.281 -4.432 -2.696
O 0.311 -5.440 -3.237
N -0.328 -3.256 -3.576
H -1.348 -3.432 -3.551
H -0.348 -2.370 -3.057
C 0.321 -3.237 -4.935
H -0.163 -3.655 -0.759
H 1.525 -3.239 -1.361
H 1.018 -4.876 -0.937
H -0.396 -2.786 -5.640
H 0.448 -4.271 -5.248
H 1.297 -2.761 -4.948
As -0.422 0.004 -0.490
F 1.156 -0.263 -0.923
F 0.114 1.101 0.624
F -2.050 0.201 -0.119
F -0.750 -1.208 -1.688
F -0.428 -1.169 0.735
F -0.646 1.162 -1.620
*
```